Model one:
C5H12N2O2 | ωB97M-V/def2-TZVPD

Cartesian coordinates (Å):
H (0.6790, -2.1951, 1.0697)
H (1.5492, -2.1261, -0.3292)
O (-1.4075, -2.1186, 0.3946)
C (0.9655, -0.3409, 0.3466)
H (1.6584, 2.1660, -1.3942)
H (1.2911, -0.0355, -2.7579)
H (0.0371, 1.8139, -2.0082)
H (-2.7040, -0.3253, 1.7372)
O (1.1717, -0.5930, -1.9827)
N (1.3797, -1.6653, 0.5569)
C (-2.2244, 0.0959, 0.8564)
C (0.7078, 1.6790, -1.1584)
H (-1.4157, 0.7419, 1.2046)
H (0.9208, -0.1343, 2.3380)
H (-2.9286, 0.6881, 0.2802)
H (0.2749, 2.1729, -0.2944)
C (0.9043, 0.2188, -0.8872)
H (1.4696, 1.2171, 1.5564)
C (-1.6181, -0.9875, 0.0182)
H (-1.5244, -0.7194, -1.0626)
N (0.8135, 0.4473, 1.5160)

## Properties
Molecular weight, g/mol: 132.16
Lowest unoccupied orbital energy, eV: 0.741
SMILES: CC(O)=C(N)N.CC=O
Kohn-Sham gap, hartree: 0.3029

***

Model two:
C5H12N2O2 | ωB97M-V/def2-TZVPD

Cartesian coordinates (Å):
C (1.3378, 0.2174, -0.3348)
C (2.3537, 0.1280, 0.7755)
H (-0.0288, -2.9172, 0.1553)
H (-2.8837, 0.2090, 1.1378)
H (-1.7893, -1.0142, -1.7200)
H (0.0315, 2.9386, -0.5786)
N (0.3141, 1.1366, -0.0783)
C (-1.8022, 0.1472, 1.1189)
H (-1.3029, 0.3164, 2.0636)
C (-1.8299, 0.0210, -1.3712)
H (1.8749, 0.2091, 1.7526)
H (3.0485, 0.9678, 0.6929)
H (2.9059, -0.8122, 0.7150)
C (-1.1487, 0.1423, -0.0488)
N (0.5405, -2.1736, 0.5553)
H (-1.3488, 0.6647, -2.1093)
H (-2.8854, 0.2940, -1.2886)
H (1.7812, 0.2609, -1.3293)
O (0.3270, 2.1622, -1.0746)
O (0.4372, -1.1173, -0.4069)
H (0.0676, -1.7808, 1.3737)

## Properties
Molecular weight, g/mol: 132.16
Lowest unoccupied orbital energy, eV: 0.957
SMILES: C=C(C)N(O)[C@@H](C)ON
Kohn-Sham gap, hartree: 0.3433

***

model one wins, 525.7 kJ/mol ahead of the next structure.

***

Model one:
C3H8O3 | ωB97M-V/def2-TZVPD

Cartesian coordinates (Å):
C (-0.4061, 1.5585, 0.1486)
O (-0.6207, 1.5759, -2.3770)
H (-0.5720, -0.0469, -1.2385)
O (-0.1378, -1.3815, 2.4254)
H (1.0103, 0.8199, -1.4826)
H (0.4449, 2.3207, 0.2912)
C (-0.0519, 0.9204, -1.1874)
C (0.5055, -2.1465, 1.7237)
H (1.5715, -2.2551, 2.0050)
O (0.1853, -2.7587, 0.5520)
H (-0.2802, -3.6153, 0.7228)
H (-0.2541, 0.7259, 0.9674)
H (-1.4295, 2.0923, 0.0631)
H (0.0348, 2.1903, -2.6137)

## Properties
Molecular weight, g/mol: 92.09
Lowest unoccupied orbital energy, eV: 0.527
SMILES: O=CO.CCO
Kohn-Sham gap, hartree: 0.3931

***

Model two:
C3H8O3 | ωB97M-V/def2-TZVPD

Cartesian coordinates (Å):
C (0.9150, 0.4243, -1.5467)
H (0.5741, -0.0884, -2.4509)
H (-1.0532, 0.8053, -0.8653)
H (2.7013, 0.1256, -0.6683)
H (-2.2513, 0.5369, 3.0569)
O (-1.3145, 0.3507, 2.9982)
H (1.2151, 1.4312, -1.8184)
C (-0.4174, -1.0516, -0.0263)
H (0.0141, 1.0245, 0.4116)
H (-1.1208, -0.2902, 2.2844)
O (2.0457, -0.3786, -1.1741)
O (-1.2748, -1.3750, 0.7673)
H (0.1142, -1.8647, -0.5330)
C (-0.1474, 0.3500, -0.4353)

## Properties
Molecular weight, g/mol: 92.09
Lowest unoccupied orbital energy, eV: 0.705
SMILES: O=CCCO.O
Kohn-Sham gap, hartree: 0.4010

***

model two wins, 73.1 kJ/mol ahead of the next structure.

***

Model one:
C3H8O3 | ωB97M-V/def2-TZVPD

Cartesian coordinates (Å):
H (0.1118, 3.1193, 1.2669)
O (-0.2776, 2.5328, 0.5778)
H (3.5690, -2.4105, -2.2720)
H (-1.9418, -1.6670, -0.0936)
H (-2.3210, 0.7784, 0.0973)
C (-1.2363, 0.4582, 0.0903)
O (3.3871, -1.5591, -2.6680)
H (3.6346, -0.9305, -1.9851)
O (-0.2852, 1.0690, 2.2855)
H (-0.7458, 0.5977, -0.8807)
H (-1.6481, -1.0757, 1.5560)
H (-0.3923, -1.3164, 0.4061)
C (-1.3723, -0.9311, 0.5208)
C (-0.4820, 1.3347, 1.0987)

## Properties
Molecular weight, g/mol: 92.09
Lowest unoccupied orbital energy, eV: 0.549
SMILES: CCC(=O)O.O
Kohn-Sham gap, hartree: 0.4073

***

Model two:
C3H8O3 | ωB97M-V/def2-TZVPD

Cartesian coordinates (Å):
H (-0.1338, -0.4796, 1.5447)
H (-0.8228, 2.1785, -0.6572)
H (1.3876, -0.9197, -1.0658)
O (0.6205, 1.7489, 0.7765)
C (-0.3647, -1.0521, 0.6328)
H (-1.3466, 1.2841, 0.7772)
C (-0.3240, 0.0053, -0.6024)
H (-1.4051, -1.4123, 0.6339)
O (0.9201, -0.0503, -1.2742)
C (-0.5284, 1.3862, 0.0502)
H (1.3645, 1.5727, 0.1817)
H (1.2466, -1.8881, -0.1792)
H (-1.1442, -0.2449, -1.2999)
O (0.5304, -2.1287, 0.4816)

## Properties
Molecular weight, g/mol: 92.09
Lowest unoccupied orbital energy, eV: 0.480
SMILES: OCC(O)CO
Kohn-Sham gap, hartree: 0.3998

***

model one wins, 133.9 kJ/mol ahead of the next structure.

***

Model one:
CH2N4 | ωB97M-V/def2-TZVPD

Cartesian coordinates (Å):
N (0.8032, 0.5943, -0.0671)
C (-0.6386, -0.7776, -0.1773)
N (-1.1124, 0.2888, 0.4134)
H (1.7005, 1.0701, -0.0644)
N (0.6026, -0.6198, -0.5261)
N (-0.1449, 1.1250, 0.5927)
H (-1.2105, -1.6808, -0.1711)

## Properties
Molecular weight, g/mol: 70.05
Lowest unoccupied orbital energy, eV: 1.120
SMILES: c1nn[nH]n1
Kohn-Sham gap, hartree: 0.4405

***

Model two:
CH2N4 | ωB97M-V/def2-TZVPD

Cartesian coordinates (Å):
C (-0.6395, -0.2359, 0.3979)
N (1.3073, 1.0483, -0.1872)
N (0.1319, -0.4818, -0.7564)
N (0.7777, 0.7400, -1.2798)
N (0.8016, -0.1494, 0.4840)
H (-1.4144, 0.4507, 0.5921)
H (-0.9646, -1.3719, 0.7494)

## Properties
Molecular weight, g/mol: 70.05
Lowest unoccupied orbital energy, eV: 0.324
SMILES: C1n2nnn21
Kohn-Sham gap, hartree: 0.3915

***

Model three:
CH2N4 | ωB97M-V/def2-TZVPD

Cartesian coordinates (Å):
H (0.3911, 0.2775, -1.6994)
N (0.5328, -0.0749, -0.8167)
C (-0.3317, -0.0473, 0.0422)
H (-1.2909, 0.2046, 1.6778)
N (-0.9813, -0.3988, 1.0035)
N (-1.4324, 0.4202, -3.2980)
N (-1.7769, 0.9985, -2.4250)

## Properties
Molecular weight, g/mol: 70.05
Lowest unoccupied orbital energy, eV: 1.005
SMILES: N=C=N.N#N
Kohn-Sham gap, hartree: 0.4156

***

model three wins, 155.2 kJ/mol ahead of the next structure.